Entry from the Open Molecules 2025 dataset: a molecular structure, C20H19N5O4S3 in a non-equilibrium geometry (ωB97M-V/def2-TZVPD).

```
51
Properties=species:S:1:pos:R:3:forces:R:3:mulliken_charge:R:1
S 1.463855 -1.737495 1.602450 0.687 0.412 -0.145 -0.216
S -1.454056 -2.365263 -3.192219 -0.109 1.343 0.260 0.215
S -2.026268 0.153418 0.687572 0.026 0.581 -0.092 1.244
O -3.442048 -0.002173 0.560380 -0.143 0.180 0.003 -0.767
O 1.175339 -3.416190 -3.243377 0.262 -0.114 0.311 -0.459
O -1.256630 -0.962204 1.163218 -0.154 0.208 -0.150 -0.568
O 1.683066 1.634122 4.694157 -0.011 0.178 0.242 -0.659
N -1.743247 1.534523 1.608171 -0.209 -0.754 -0.834 0.190
N 2.323686 0.565485 2.834651 0.675 0.204 0.397 0.009
N 2.510452 0.375822 0.505550 0.214 0.821 0.548 -0.786
N -1.684831 -1.648069 -1.786686 -0.395 -0.564 0.435 -0.552
N -0.858380 -1.123218 -4.015640 0.055 -0.191 -0.662 -0.618
C -0.378532 1.663495 2.061038 0.606 -0.281 -0.056 -1.244
C -0.366871 1.238084 -3.497077 0.095 0.532 0.044 -0.850
C 1.481932 -3.286133 -4.614724 0.080 0.030 -0.235 -0.865
C -2.488644 0.919484 3.878350 0.126 0.243 -0.044 -0.451
C 2.174271 -1.233650 -2.787031 0.009 -0.124 -0.185 -0.090
C 1.573619 -2.432019 -2.385742 0.032 -0.057 0.301 0.455
C -1.301491 -0.374355 -1.888475 0.253 -0.597 -1.093 0.625
C -0.947542 1.886859 -1.230795 -0.238 -0.315 0.479 -0.246
C 2.251417 -0.489252 -0.515400 -0.310 -0.897 -0.175 -0.624
C -0.444506 2.186630 -2.512169 0.155 -0.198 -0.617 -0.838
C -1.064193 1.105594 4.397047 0.039 -0.213 -0.085 -1.233
C -2.722688 1.794119 2.647558 -0.663 -0.212 0.246 -0.992
C 1.655515 -1.708924 -0.116778 0.141 0.294 -0.056 1.129
C -1.357499 0.623504 -0.908417 -0.101 0.487 0.916 -0.018
C 2.148439 -0.103903 1.639184 -0.297 -0.839 -0.544 0.412
C -0.072163 0.774354 3.282192 -0.154 0.305 0.306 0.924
C -0.809346 -0.059832 -3.204175 -0.485 -0.728 0.683 0.847
C 2.505416 -0.265976 -1.862747 0.013 -0.051 0.173 -0.808
C 1.310559 -2.673553 -1.040138 -0.039 -0.101 -0.327 -0.555
C 1.359885 1.024593 3.703602 -0.259 -0.175 -0.158 -0.115
H 2.560372 -3.198202 -4.774121 -0.027 -0.002 0.002 0.370
H 3.252897 0.932339 3.008696 -0.153 -0.025 -0.003 0.302
H -2.642321 -0.123952 3.594573 -0.100 -0.056 0.068 0.344
H -3.699821 1.595370 2.207673 -0.040 0.196 0.175 0.520
H -0.201614 -0.268041 2.982626 0.055 0.140 0.041 0.195
H -0.910141 2.137438 4.720907 0.026 -0.001 0.069 0.336
H 2.959049 0.662321 -2.169511 0.068 0.123 -0.051 0.478
H 0.267189 1.404475 1.220821 0.135 0.192 0.097 0.520
H 1.122030 -4.202299 -5.079635 0.050 0.052 -0.027 0.225
H -2.651569 2.854858 2.910061 0.000 -0.038 -0.066 0.402
H -0.207847 2.713740 2.324271 0.016 -0.043 -0.062 0.219
H 0.967145 -2.427401 -5.056304 0.087 -0.047 0.012 0.372
H -3.211712 1.178528 4.652751 -0.043 -0.048 -0.006 0.439
H -1.018912 2.666710 -0.489894 0.005 0.086 0.081 0.503
H -0.120053 3.195815 -2.714274 0.032 0.082 -0.026 0.425
H -0.881999 0.457628 5.255360 0.025 0.080 0.045 0.460
H 0.009894 1.465460 -4.481355 0.053 0.068 -0.101 0.502
H 0.838132 -3.595748 -0.746236 -0.078 -0.160 -0.006 0.487
H 2.370766 -1.046915 -3.829941 -0.011 -0.007 -0.129 0.405
```
Positions in Å, forces in eV/Å.

**Frontier orbital gap**: 7.46 eV
**LUMO level**: -0.0332 Eh
**Total energy**: -69194.741 eV
**Energy above the lowest of the compared OMol25 structures with the same formula, charge and spin**: 16.9 kJ/mol